This record from the OMol25 dataset describes C22H15Cl5N5O7ReS2 as an isolated structure. The level of theory is ωB97M-V/def2-TZVPD.

```
57
C22H15Cl5N5O7ReS2, DFT ωB97M-V/def2-TZVPD
Re -0.76738 -1.29009 -0.37350
O -1.15858 -0.64742 3.63513
C -0.86035 -0.39616 2.50382
O -1.13127 -1.26193 1.50820
C -0.20415 0.88693 2.11001
C -0.34804 1.93475 3.00551
C 0.24490 3.15320 2.75203
C 1.04836 3.33606 1.65003
C 1.23223 2.27289 0.78911
C 0.56633 1.02850 0.93220
O 0.68060 0.10108 0.01905
N 2.15284 2.49895 -0.30940
O 2.26167 3.60643 -0.76897
O 2.83543 1.53805 -0.68718
N 0.03848 4.27408 3.68058
O 0.70735 5.26970 3.50237
O -0.78972 4.12287 4.55195
H -0.93575 1.78709 3.90128
H 1.54636 4.27913 1.47823
Cl -2.57280 -2.96887 -0.61808
C -1.37212 -4.12322 -0.16753
C 0.04816 -3.71804 -0.13937
C 0.58906 -2.64633 -0.81725
Cl 2.42083 -2.27931 -1.21613
C 0.70590 -4.85017 0.54687
Cl 2.37227 -5.06062 0.88265
C -0.22676 -5.77302 0.86318
Cl 0.02500 -7.26813 1.60879
C -1.55362 -5.29801 0.44549
Cl -3.01080 -6.10138 0.73764
S -0.91692 -1.06637 -2.84335
C -1.94655 0.22058 -2.35616
N -2.00975 0.32487 -1.04890
C -2.86822 1.33835 -0.62193
C -3.19780 1.68814 0.68329
C -4.08130 2.73178 0.87993
C -4.64149 3.41926 -0.19962
C -4.33508 3.06686 -1.50005
C -3.44426 2.01951 -1.69962
S -2.90575 1.34631 -3.21953
H -2.78715 1.14716 1.52229
H -4.34900 3.01601 1.88864
H -5.33175 4.23090 -0.01643
H -4.78048 3.58650 -2.33737
N 4.41621 -0.52140 -1.52101
C 3.93725 -1.82713 -1.85407
C 2.03281 -1.25030 -2.62919
N 2.29112 -0.01513 -3.11672
H 5.41449 -0.51606 -1.31556
H 3.93428 -0.13264 -0.69575
H 4.20860 0.17033 -2.28601
H 2.79040 -3.17956 -0.29830
H 4.57174 -2.50354 -2.40425
H 2.37662 -1.34903 -0.15878
H 2.44575 -3.28307 -2.15319
H 2.32867 0.07826 -4.11781
H 2.30314 0.85240 -2.58725
```

Summary:
LUMO level (alpha / beta) ... -4.28 / -4.23 eV
Expectation value of S² ... 0.76
Total charge ... +1
ΔE to the lowest compared entry with this formula, charge and spin ... 1757.48 kJ/mol
Multiplicity ... 2
DFT total energy ... -131225.270 eV

natural (NBO) population analysis, charges in e, atoms 1 to 8: atom 1 (Re): 1.21, atom 2 (O): -0.52, atom 3 (C): 0.78, atom 4 (O): -0.72, atom 5 (C): -0.29, atom 6 (C): -0.07, atom 7 (C): -0.03, atom 8 (C): -0.11

This record from the OMol25 dataset describes C22H15ClIrN3OS4 as an isolated structure. The level of theory is ωB97M-V/def2-TZVPD.

```
47
C22H15ClIrN3OS4, DFT ωB97M-V/def2-TZVPD
Ir 0.75475 0.23004 -0.03577
Cl -1.29749 0.95899 -6.96919
C -0.77276 0.47011 -5.39530
C -0.21814 -0.80803 -5.21495
C 0.20371 -1.20777 -3.97732
C 0.10517 -0.36840 -2.84568
O 0.53938 -0.86296 -1.71222
C -0.45875 0.92725 -3.03322
C -0.65418 1.90346 -2.01678
N -0.34123 1.78931 -0.75952
C -0.61251 2.79753 0.20598
C -1.38626 3.92328 0.04334
C -1.70864 4.69647 1.16539
C -1.35042 4.30393 2.44682
C -0.59425 3.15525 2.64284
C -0.35716 2.53276 3.93081
C 0.18535 1.31226 3.99861
C 0.71428 0.62955 2.79506
N 0.67431 1.39864 1.58894
C -0.13202 2.46742 1.49804
C -0.88747 1.31106 -4.33142
H -0.12330 -1.46904 -6.06613
H 0.64843 -2.18360 -3.83188
H -1.11323 2.83397 -2.34164
H -1.79007 4.20063 -0.92029
H -2.30914 5.58555 1.03032
H -1.69661 4.86846 3.30265
H -0.69368 3.04410 4.82346
H 0.30554 0.80117 4.94451
H 1.72624 0.26479 2.97933
H -1.31423 2.29604 -4.47335
S 3.58121 -1.57626 3.15018
C 3.32995 -1.15699 1.65780
S 2.92331 -0.65451 0.18072
S -0.22414 -0.82904 2.08000
S 2.56944 -3.52601 -1.26041
C 1.29060 -3.75549 -0.14467
N 1.59215 -3.84817 1.17833
C 0.68431 -4.05043 2.13452
C -0.63957 -4.23279 1.79700
C -1.00367 -4.13142 0.46228
C -0.04539 -3.87521 -0.50723
H 2.55968 -3.68711 1.45013
H 1.04919 -4.05570 3.15093
H -1.36480 -4.41275 2.57569
H -2.03973 -4.24300 0.17210
H -0.30815 -3.76735 -1.54880
```

Summary:
LUMO level (alpha / beta) ... -3.55 / -6.00 eV
Expectation value of S² ... 8.84
Total charge ... +1
Multiplicity ... 6
DFT total energy ... -88268.136 eV

natural (NBO) population analysis, charges in e, atoms 1 to 8: atom 1 (Ir): 1.02, atom 2 (Cl): 0.03, atom 3 (C): -0.09, atom 4 (C): -0.14, atom 5 (C): -0.27, atom 6 (C): 0.39, atom 7 (O): -0.71, atom 8 (C): -0.18

This record from the OMol25 dataset describes C22H15N2O3Sr as an isolated structure. The level of theory is ωB97M-V/def2-TZVPD.

```
43
C22H15N2O3Sr, DFT ωB97M-V/def2-TZVPD
Sr 0.09124 0.69928 0.26346
O 4.44433 -0.82243 -1.05063
C 4.18424 -2.04608 -1.54622
C 5.24550 -2.75472 -2.11317
C 5.04607 -4.01373 -2.64178
C 3.78029 -4.59323 -2.61677
C 2.72684 -3.89512 -2.05436
C 2.90084 -2.62231 -1.51142
C 1.74964 -1.88798 -0.89651
O 1.94972 -0.66902 -0.49288
N 0.62404 -2.53568 -0.81793
N -0.41090 -1.75824 -0.29701
C -1.44174 -2.44953 0.02801
C -2.71739 -1.97472 0.53731
C -3.73237 -2.93913 0.65245
C -5.00352 -2.63411 1.08575
C -5.28595 -1.30772 1.42671
C -4.31443 -0.33859 1.33795
C -2.99248 -0.62241 0.90263
O -2.10759 0.31850 0.86000
H 3.57254 -0.47838 -0.72221
H 6.22050 -2.28368 -2.12157
H 5.88177 -4.54922 -3.07709
H 3.62052 -5.58042 -3.03100
H 1.73352 -4.32072 -2.01486
H -1.37463 -3.53116 -0.11571
H -3.49323 -3.96220 0.37917
H -5.76147 -3.40282 1.15787
H -6.27866 -1.03788 1.76948
H -4.52442 0.68828 1.61252
C 1.20183 2.91807 1.32202
C 1.69876 3.94459 1.78043
C 2.27634 5.14258 2.31836
C 1.97966 6.39789 1.77268
C 2.54097 7.55273 2.29669
C 3.41117 7.48486 3.37718
C 3.71501 6.24684 3.92860
C 3.15605 5.08951 3.40727
H 1.30156 6.45130 0.93127
H 2.29814 8.51384 1.85914
H 3.84891 8.38790 3.78506
H 4.39348 6.18266 4.77099
H 3.39392 4.12494 3.83563
```

Summary:
LUMO level ... 2.46 eV
Total charge ... -1
ΔE to the lowest compared entry with this formula, charge and spin ... 0.00 kJ/mol
Multiplicity ... 1
DFT total energy ... -33018.535 eV

natural (NBO) population analysis, charges in e, atoms 1 to 8: atom 1 (Sr): 1.85, atom 2 (O): -0.70, atom 3 (C): 0.42, atom 4 (C): -0.31, atom 5 (C): -0.19, atom 6 (C): -0.28, atom 7 (C): -0.14, atom 8 (C): -0.23

This record from the OMol25 dataset describes C22H15N5O4S2Ta as an isolated structure. The level of theory is ωB97M-V/def2-TZVPD.

```
49
C22H15N5O4S2Ta, DFT ωB97M-V/def2-TZVPD
Ta -2.79748 -0.28756 -3.64054
C 5.33588 0.51341 7.17304
O 3.91373 0.46955 7.15231
C 3.28878 0.25897 5.99697
C 1.88227 0.21697 6.06172
C 1.14408 0.03108 4.92835
C 1.78733 -0.14946 3.68455
C 3.18433 -0.13268 3.63047
C 3.93207 0.07873 4.76771
N 1.12270 -0.38005 2.50163
N -0.12050 -0.38275 2.53606
C -0.87458 -0.49364 1.40769
C -2.12024 -1.10347 1.52694
C -2.98906 -1.24842 0.45241
C -2.62681 -0.76522 -0.78572
O -3.34619 -0.81896 -1.92476
C -1.37943 -0.14124 -0.94813
N -1.09143 0.26305 -2.22351
C 0.06926 0.86288 -2.45891
C 0.99124 1.10778 -1.44899
C 0.71032 0.71919 -0.15311
C -0.48729 0.04531 0.12702
H 5.61336 0.64324 8.21373
H 5.70861 1.35528 6.58660
H 5.76556 -0.41738 6.79850
H 1.41731 0.33299 7.03168
H 0.06471 -0.00640 4.96345
H 3.66884 -0.27728 2.67338
H 5.01056 0.10038 4.70305
H -2.39185 -1.49117 2.49880
H -3.94787 -1.73399 0.57985
H 0.25877 1.16145 -3.48155
H 1.91735 1.60760 -1.69008
H 1.40921 0.92832 0.64152
S -1.31056 0.08484 -5.55005
C -0.81534 -1.58657 -5.37139
S -1.70735 -2.42436 -4.10522
C 0.17214 -2.16864 -6.08092
C 0.57178 -3.51964 -5.83829
N 0.91739 -4.59628 -5.63419
C 0.89855 -1.44982 -7.07999
N 1.48825 -0.87832 -7.88365
C -5.33291 2.73110 -4.45816
C -4.35401 1.65709 -4.15684
O -3.23246 1.89625 -3.61931
O -4.60475 0.42492 -4.44463
H -5.04920 3.64345 -3.94294
H -6.33591 2.41217 -4.18072
H -5.32916 2.90729 -5.53584
```

Summary:
LUMO level ... -4.89 eV
Total charge ... +1
ΔE to the lowest compared entry with this formula, charge and spin ... 0.00 kJ/mol
Multiplicity ... 1
DFT total energy ... -61915.205 eV

natural (NBO) population analysis, charges in e, atoms 1 to 8: atom 1 (Ta): 2.08, atom 2 (C): -0.26, atom 3 (O): -0.46, atom 4 (C): 0.37, atom 5 (C): -0.24, atom 6 (C): -0.18, atom 7 (C): 0.07, atom 8 (C): -0.13